[1]
{"formula": "C45H49AsN8OV", "method": "wB97M-V/def2-TZVPD", "symbols": ["V", "C", "C", "C", "C", "C", "C", "C", "N", "N", "C", "C", "C", "C", "C", "C", "N", "C", "C", "C", "C", "C", "C", "N", "H", "H", "H", "H", "H", "H", "H", "H", "H", "H", "H", "H", "H", "H", "H", "H", "H", "H", "H", "H", "C", "O", "C", "C", "C", "C", "C", "C", "C", "N", "C", "C", "N", "C", "C", "C", "C", "N", "C", "C", "N", "C", "C", "C", "C", "H", "H", "H", "H", "H", "H", "H", "H", "H", "H", "H", "H", "H", "H", "C", "C", "As", "C", "C", "C", "C", "H", "H", "H", "H", "H", "H", "H", "H", "H", "H", "H", "H", "H", "H", "H"], "positions_angstrom": [[1.5557, 0.7739, -0.6056], [3.4791, 0.5327, -3.1678], [2.5030, 1.2331, -4.0778], [1.0324, 1.0140, -3.8514], [0.2051, 0.9262, -4.9675], [-1.1568, 0.7739, -4.8236], [-1.6794, 0.7097, -3.5381], [-0.8105, 0.7859, -2.4802], [0.5284, 0.9365, -2.6054], [3.4467, 0.9608, -1.7432], [4.5036, 0.1656, -1.0311], [3.9554, -1.0548, -0.3630], [4.5574, -2.2901, -0.4572], [4.0805, -3.3274, 0.3347], [3.0324, -3.0792, 1.2035], [2.4557, -1.8242, 1.2045], [2.8806, -0.8204, 0.4253], [3.7856, 2.4068, -1.5864], [3.7054, 2.7434, -0.1193], [4.4959, 3.7116, 0.4615], [4.4662, 3.8632, 1.8388], [3.6670, 3.0120, 2.5886], [2.8762, 2.0928, 1.9335], [2.8445, 1.9906, 0.5922], [3.3281, -0.5477, -3.1763], [4.4903, 0.7056, -3.5465], [2.7045, 2.3030, -4.0848], [2.7318, 0.9106, -5.0941], [0.6521, 0.9802, -5.9513], [-1.7986, 0.7017, -5.6922], [-2.7388, 0.5928, -3.3575], [-1.1911, 0.7240, -1.4687], [5.3191, -0.0714, -1.7148], [4.9204, 0.7928, -0.2461], [5.4093, -2.4292, -1.1096], [4.5367, -4.3079, 0.2870], [2.6554, -3.8442, 1.8675], [1.6151, -1.6057, 1.8515], [4.7894, 2.6122, -1.9692], [3.0816, 3.0050, -2.1640], [5.1593, 4.3078, -0.1517], [5.0861, 4.6065, 2.3241], [3.6594, 3.0488, 3.6688], [2.2508, 1.4041, 2.4828], [-7.8635, -7.5931, 5.0076], [-7.0428, -7.8146, 3.8541], [-6.1939, -6.8401, 3.4901], [-6.0692, -5.6195, 4.1539], [-5.1597, -4.6857, 3.6821], [-4.3753, -4.9452, 2.5668], [-4.5134, -6.1771, 1.9136], [-5.4089, -7.1124, 2.3672], [-3.4147, -3.9907, 2.0409], [-2.6498, -4.1858, 0.9734], [-1.9187, -3.0516, 0.8590], [-2.2088, -2.1378, 1.8425], [-3.1810, -2.7555, 2.5988], [-1.5802, -0.8672, 1.9220], [-1.8292, 0.1258, 2.8901], [-1.1506, 1.3114, 2.8394], [-0.2120, 1.5194, 1.8276], [0.0713, 0.6118, 0.8991], [-0.6143, -0.5738, 0.9401], [-0.2993, -1.5287, -0.0893], [0.6558, -1.1685, -0.9905], [0.9714, -2.0253, -1.9470], [0.3759, -3.2875, -2.0682], [-0.5827, -3.6585, -1.1653], [-0.9390, -2.7611, -0.1406], [-8.4483, -8.4975, 5.1278], [-8.5288, -6.7447, 4.8466], [-7.2459, -7.4340, 5.8914], [-6.6694, -5.3938, 5.0205], [-5.0895, -3.7441, 4.2181], [-3.9076, -6.3878, 1.0430], [-5.5268, -8.0666, 1.8720], [-3.6379, -2.4042, 3.4237], [-2.5584, -0.0443, 3.6730], [-1.3286, 2.0938, 3.5642], [0.3140, 2.4602, 1.7647], [1.7239, -1.7090, -2.6578], [0.6785, -3.9429, -2.8732], [-1.0762, -4.6214, -1.2162], [1.7986, 5.8799, -0.0842], [0.8202, 4.8295, 0.4373], [0.2915, 3.4632, -0.8514], [-1.6350, 3.2304, -0.5044], [-2.3604, 4.4568, 0.0427], [0.0319, 4.4336, -2.5245], [1.2368, 5.0100, -3.2538], [2.1647, 6.4864, 0.7450], [1.3112, 6.5581, -0.7828], [2.6657, 5.4557, -0.5863], [-0.0959, 5.3168, 0.7612], [1.2247, 4.3085, 1.3084], [-1.7861, 2.3721, 0.1472], [-2.0421, 2.9558, -1.4786], [-2.0936, 4.6662, 1.0782], [-3.4351, 4.2750, 0.0157], [-2.1755, 5.3611, -0.5380], [-0.6711, 5.2262, -2.2618], [-0.5173, 3.7369, -3.1614], [1.8099, 5.7073, -2.6487], [0.9028, 5.5531, -4.1385], [1.9170, 4.2399, -3.6066]], "forces_ev_per_a": [[0.1115, -0.0998, -0.5001], [0.0276, 0.0249, 0.2557], [-0.0812, 0.0235, -0.1374], [-0.0057, -0.0271, 0.2599], [0.0646, 0.0435, -0.0978], [-0.0671, -0.0081, -0.0402], [-0.0493, -0.0036, -0.0633], [0.2034, 0.0207, 0.1393], [-0.0091, -0.0899, 0.0032], [0.1562, 0.0213, 0.2022], [-0.0841, 0.1416, -0.1161], [-0.3122, 0.2973, 0.1838], [0.1112, -0.0810, 0.1259], [0.0612, -0.0674, -0.0290], [0.0032, -0.0268, 0.0673], [-0.0180, 0.2866, 0.0367], [-0.0093, -0.2326, -0.5245], [-0.0961, -0.2080, 0.0027], [-0.2447, -0.0240, -0.2111], [0.2150, -0.0293, 0.0857], [0.0074, 0.0548, 0.0677], [0.0386, 0.0034, 0.0771], [-0.0895, -0.0212, -0.2674], [0.3007, 0.3213, 0.2423], [-0.0227, -0.0008, -0.0170], [0.0141, 0.0315, -0.0556], [-0.0101, 0.1546, -0.0053], [0.0133, -0.0217, 0.0055], [-0.0227, -0.0021, 0.0009], [0.0070, 0.0093, 0.0184], [0.0013, -0.0053, -0.0098], [0.0400, -0.0243, -0.0150], [-0.0237, -0.0544, -0.0429], [0.1284, -0.0457, 0.0281], [-0.0184, -0.0172, -0.0072], [-0.0046, 0.0139, -0.0019], [0.0069, -0.0030, -0.0084], [-0.0095, -0.0259, -0.0161], [0.0257, 0.0085, -0.0094], [-0.0702, 0.0444, 0.0266], [0.0016, -0.0110, 0.0105], [-0.0158, -0.0161, -0.0188], [0.0132, 0.0202, -0.0041], [-0.0136, -0.0038, 0.0202], [0.0822, -0.0846, -0.1729], [0.1282, 0.3083, 0.0808], [-0.3698, -0.3452, 0.1990], [0.1619, 0.1715, -0.0918], [-0.2166, 0.0129, 0.2689], [0.2163, 0.0717, -0.2213], [-0.0411, -0.1548, -0.0592], [0.1584, 0.0450, -0.1645], [-0.0602, -0.1000, 0.0232], [-0.0536, 0.1750, 0.1970], [0.2547, -0.3607, -0.5362], [-0.3008, 0.2030, 0.4351], [0.1132, 0.0846, -0.0353], [-0.0726, 0.0593, 0.1383], [-0.1712, -0.1904, 0.0847], [0.1201, 0.1580, -0.0365], [0.0196, -0.0912, -0.0427], [-0.4376, -0.3398, 0.4552], [0.2495, 0.1721, -0.2923], [0.2182, 0.3829, -0.0204], [-0.1697, -0.0486, 0.0500], [-0.0271, -0.0235, 0.0760], [0.1430, 0.1233, -0.1068], [-0.1296, -0.0370, 0.1407], [-0.1314, -0.4007, -0.1066], [-0.0145, -0.0175, 0.0081], [-0.0203, 0.0183, 0.0177], [-0.0068, 0.0022, 0.0368], [-0.0022, 0.0254, 0.0214], [0.0039, -0.0339, -0.0239], [0.0004, 0.0212, 0.0166], [-0.0056, 0.0135, 0.0168], [0.0105, -0.0002, -0.0323], [0.0062, -0.0067, -0.0248], [-0.0059, -0.0191, -0.0037], [0.0138, 0.0276, 0.0229], [-0.0235, -0.0067, 0.0038], [-0.0006, 0.0142, 0.0118], [0.0012, 0.0212, 0.0157], [-0.0420, 0.1201, 0.1181], [0.0787, 0.0794, 0.0761], [0.0809, -0.4854, 0.0613], [-0.0575, 0.0663, -0.0261], [-0.0720, -0.0742, 0.0212], [0.0685, 0.0980, -0.0794], [-0.0366, 0.0810, -0.0943], [-0.0096, -0.0066, -0.0043], [-0.0248, 0.0027, 0.0394], [0.0407, -0.0717, 0.0047], [-0.0177, 0.0537, 0.0580], [0.0909, 0.0628, -0.0199], [-0.0469, 0.0113, 0.0228], [-0.0352, 0.0548, -0.0141], [-0.0081, -0.0273, 0.0183], [0.0000, 0.0324, 0.0220], [0.0322, -0.0367, -0.0389], [-0.0021, 0.0439, -0.0358], [0.0131, -0.0140, -0.0591], [-0.0490, -0.0335, -0.0435], [-0.0105, -0.0082, 0.0045], [0.0919, -0.1706, -0.0410]], "relative_energy_kj_mol": 0.0, "charge": 3, "e_homo_ev": [-13.429, -13.428], "spin_multiplicity": 3}

***

[2]
{"formula": "C45H49BN4O6Tc", "method": "wB97M-V/def2-TZVPD", "symbols": ["Tc", "N", "C", "C", "C", "C", "C", "C", "C", "C", "N", "C", "H", "H", "H", "H", "H", "H", "H", "H", "C", "C", "C", "C", "C", "C", "C", "N", "C", "C", "C", "C", "C", "C", "C", "N", "C", "C", "C", "C", "H", "H", "H", "H", "H", "H", "H", "H", "H", "H", "H", "H", "H", "H", "H", "H", "H", "H", "H", "H", "H", "H", "H", "H", "O", "C", "O", "C", "C", "C", "C", "O", "C", "O", "C", "C", "H", "H", "H", "H", "H", "C", "C", "C", "C", "C", "C", "C", "C", "O", "B", "O", "C", "C", "H", "H", "H", "H", "H", "H", "H", "H", "H", "H", "H", "H"], "positions_angstrom": [[-1.4532, 0.6843, 0.7024], [-2.7993, 2.3370, 0.4325], [-2.5524, 3.3889, 1.4111], [-3.2732, 4.5455, 1.4564], [-2.9736, 5.5276, 2.4260], [-1.9579, 5.3355, 3.3176], [-1.1914, 4.1459, 3.2827], [-0.1037, 3.8906, 4.1481], [0.6095, 2.7311, 4.0261], [0.2350, 1.8021, 3.0458], [-0.7919, 1.9944, 2.2377], [-1.5050, 3.1664, 2.3255], [-2.7650, 2.7183, -0.5125], [-3.7134, 1.9085, 0.5895], [-4.0758, 4.7139, 0.7488], [-3.5561, 6.4376, 2.4504], [-1.7223, 6.0907, 4.0558], [0.1623, 4.6262, 4.8970], [1.4548, 2.5146, 4.6621], [0.7879, 0.8813, 2.9154], [0.1518, -4.5695, 5.3356], [0.7163, -4.4954, 3.9182], [0.2646, -5.7371, 3.1325], [2.2495, -4.4575, 3.9918], [0.2249, -3.2625, 3.1756], [-0.6831, -2.3549, 3.7156], [-1.0825, -1.2687, 2.9705], [-0.6358, -1.0325, 1.7277], [0.2227, -1.9093, 1.1680], [0.6694, -3.0064, 1.8781], [0.6044, -1.6417, -0.2434], [1.3466, -2.5497, -0.9844], [1.6243, -2.3091, -2.3253], [1.1099, -1.1280, -2.8576], [0.3832, -0.2709, -2.0626], [0.1372, -0.5058, -0.7685], [2.4280, -3.2668, -3.1917], [2.8939, -4.4941, -2.4112], [1.5445, -3.7257, -4.3612], [3.6583, -2.5224, -3.7312], [0.5424, -5.4579, 5.8305], [-0.9368, -4.6490, 5.3396], [0.4425, -3.7063, 5.9376], [0.6011, -6.6355, 3.6502], [0.6858, -5.7589, 2.1264], [-0.8225, -5.7810, 3.0508], [2.6059, -5.3356, 4.5304], [2.6009, -3.5717, 4.5233], [2.7123, -4.4716, 3.0042], [-1.0890, -2.4824, 4.7073], [-1.7978, -0.5577, 3.3651], [1.3705, -3.6832, 1.4157], [1.6954, -3.4595, -0.5245], [1.2704, -0.8645, -3.8936], [-0.0249, 0.6395, -2.4831], [2.0559, -5.0792, -2.0264], [3.5501, -4.2258, -1.5802], [3.4632, -5.1445, -3.0745], [0.6551, -4.2478, -4.0042], [2.1066, -4.4117, -4.9953], [1.2237, -2.8902, -4.9839], [4.2993, -2.1762, -2.9186], [3.3800, -1.6603, -4.3381], [4.2431, -3.1939, -4.3602], [-3.5801, -0.2389, 1.3432], [-3.5714, -0.7441, 0.1926], [-2.5613, -0.4076, -0.5767], [-4.5850, -1.6563, -0.3047], [-4.5053, -2.1441, -1.6071], [-5.4682, -3.0160, -2.1097], [-6.4883, -3.3620, -1.2537], [-7.5229, -4.1849, -1.5019], [-8.3367, -4.1977, -0.3156], [-7.6666, -3.3966, 0.6630], [-6.5697, -2.8783, 0.0516], [-5.6396, -2.0233, 0.5622], [-3.6818, -1.8339, -2.2346], [-5.4249, -3.4022, -3.1172], [-8.4194, -5.2209, 0.0454], [-9.3063, -3.7581, -0.5465], [-5.6949, -1.6426, 1.5714], [5.3026, 4.2472, -2.7584], [4.2569, 5.3415, -2.5057], [4.2553, 6.2929, -3.7014], [4.6385, 6.1377, -1.2508], [2.8906, 4.6876, -2.2857], [1.7886, 4.9677, -3.0958], [0.5356, 4.3798, -2.9068], [0.4367, 3.4979, -1.8632], [-0.6791, 2.7604, -1.4278], [-0.1910, 2.0240, -0.3700], [1.1240, 2.2756, -0.0801], [1.5131, 3.2072, -1.0511], [2.7464, 3.7762, -1.2281], [6.2819, 4.6989, -2.9226], [5.0489, 3.6594, -3.6423], [5.3937, 3.5656, -1.9112], [5.2495, 6.7251, -3.8160], [3.5543, 7.1184, -3.5669], [4.0128, 5.7790, -4.6332], [5.6101, 6.6131, -1.3921], [4.7102, 5.4984, -0.3694], [3.9058, 6.9198, -1.0451], [1.8945, 5.6686, -3.9100], [-0.3029, 4.6121, -3.5479], [3.5693, 3.5258, -0.5734]], "forces_ev_per_a": [[-0.0599, -0.1013, -0.2568], [0.0240, 0.0179, 0.0239], [0.0256, -0.0126, 0.0144], [0.0144, 0.0449, 0.0341], [-0.0210, -0.0241, -0.0397], [0.0220, -0.0229, 0.0086], [-0.0224, 0.0298, 0.0034], [0.0068, 0.0292, 0.0273], [-0.0111, -0.0500, -0.0530], [-0.0003, 0.0561, 0.0523], [-0.0303, -0.0442, 0.0408], [-0.0069, -0.0321, -0.0223], [-0.0160, -0.0244, -0.0143], [-0.0349, 0.0685, -0.0144], [-0.0012, 0.0049, -0.0010], [-0.0021, 0.0011, 0.0000], [0.0058, -0.0027, 0.0052], [-0.0057, 0.0046, -0.0025], [0.0024, 0.0027, 0.0027], [0.0074, 0.0046, 0.0113], [-0.0138, -0.0038, 0.0257], [-0.0316, 0.0398, -0.0126], [0.0096, -0.0267, -0.0006], [0.0344, -0.0087, -0.0010], [0.0455, -0.0313, 0.0149], [-0.0189, 0.0177, 0.0069], [-0.0093, 0.0175, 0.0046], [0.0704, -0.0668, -0.0423], [0.0293, 0.0210, 0.0050], [-0.0161, 0.0349, -0.0487], [-0.0061, -0.0250, 0.0999], [-0.0226, 0.0336, -0.0276], [0.0238, -0.0202, 0.0132], [0.0281, -0.0069, -0.0285], [-0.0270, 0.0525, 0.0579], [0.0605, -0.1412, -0.0513], [-0.0219, 0.0282, 0.0240], [0.0250, -0.0336, 0.0069], [-0.0079, -0.0137, -0.0262], [0.0163, 0.0074, -0.0140], [0.0013, -0.0019, -0.0032], [-0.0012, -0.0009, -0.0104], [0.0124, 0.0012, -0.0056], [0.0013, 0.0030, 0.0055], [-0.0012, -0.0002, -0.0029], [-0.0033, 0.0063, 0.0038], [-0.0027, -0.0012, 0.0021], [-0.0084, 0.0049, 0.0051], [-0.0078, 0.0051, -0.0038], [-0.0034, -0.0014, -0.0001], [-0.0131, -0.0138, 0.0062], [-0.0025, -0.0165, 0.0156], [0.0021, -0.0060, 0.0020], [-0.0099, -0.0026, -0.0031], [-0.0226, 0.0107, 0.0172], [-0.0106, 0.0064, -0.0077], [-0.0016, 0.0109, 0.0002], [0.0003, 0.0010, -0.0023], [0.0018, 0.0016, 0.0086], [0.0061, -0.0004, 0.0045], [0.0014, 0.0084, 0.0029], [-0.0036, -0.0022, 0.0075], [-0.0035, -0.0007, -0.0018], [-0.0022, -0.0032, -0.0007], [-0.0114, -0.0066, 0.0714], [0.1339, 0.0934, 0.0399], [-0.1131, -0.0656, -0.0217], [-0.0825, -0.0127, 0.0493], [-0.0141, -0.0101, -0.0171], [0.0398, 0.0423, 0.0386], [-0.0273, -0.0429, -0.0622], [0.0015, 0.0244, 0.0637], [0.0674, 0.0295, -0.0248], [0.0036, -0.0173, -0.0507], [-0.0160, 0.0144, 0.0627], [0.0374, -0.0038, -0.0689], [0.0017, 0.0014, 0.0030], [-0.0026, -0.0032, -0.0044], [-0.0433, 0.0047, 0.0018], [-0.0182, -0.0323, 0.0108], [-0.0002, 0.0023, 0.0051], [0.0340, -0.0182, 0.0026], [-0.0700, -0.0155, -0.0244], [0.0178, 0.0245, -0.0190], [0.0212, 0.0110, 0.0294], [0.0464, -0.0101, 0.0348], [-0.0453, -0.0162, -0.0085], [0.0777, 0.0228, 0.0191], [-0.1929, -0.0369, -0.0217], [0.2251, 0.0943, -0.0271], [-0.0786, 0.0056, 0.1254], [-0.0124, 0.1545, -0.1354], [0.0828, -0.1078, 0.1305], [-0.0304, 0.0567, -0.0660], [-0.0045, 0.0081, 0.0003], [-0.0088, 0.0047, -0.0039], [-0.0049, -0.0002, 0.0033], [-0.0016, -0.0004, 0.0010], [-0.0027, -0.0005, 0.0123], [0.0025, -0.0136, 0.0036], [0.0003, -0.0019, -0.0079], [-0.0022, -0.0047, -0.0003], [-0.0073, 0.0004, -0.0077], [0.0037, -0.0012, -0.0026], [-0.0062, -0.0019, -0.0027], [0.0060, -0.0046, 0.0021]], "charge": 2, "e_homo_ev": [-12.345, -12.343], "spin_multiplicity": 4}

***

| no. | total energy (eV) |
| --- | --- |
| 1 | -147936.8529 |
| 2 | -68572.8256 |